(1)
Below is a structure of composition C5H9NO, with properties calculated with ωB97M-V/def2-TZVPD.

Geometry as XYZ:
```
16
Properties=species:S:1:pos:R:3:forces:R:3:lowdin_charge:R:1
C -1.0612 -0.3410 1.1602 0.09 0.02 0.04 -0.05
C -0.2570 0.0146 -0.0778 0.22 -0.05 0.21 -0.49
C -0.2700 -1.1378 -1.1040 -0.07 0.09 -0.11 -0.03
C -0.2613 1.4552 -0.6102 0.44 0.74 1.30 -0.07
O 1.1356 1.4097 -0.9090 1.08 -0.76 0.02 -0.06
C 1.1929 0.4136 0.0648 0.70 -0.96 0.52 -0.50
N 1.9863 0.0121 0.9231 -0.36 -0.77 0.49 0.23
H -1.1103 0.4929 1.8666 0.07 -0.09 -0.11 0.07
H -2.0884 -0.6281 0.8991 0.22 0.08 -0.03 0.08
H -0.5943 -1.1919 1.6666 -0.04 0.11 -0.06 0.08
H 0.1338 -2.0287 -0.6009 -0.15 0.25 -0.09 0.09
H -1.2692 -1.3891 -1.4730 0.05 0.16 0.08 0.08
H 0.3882 -0.9367 -1.9560 -0.18 0.07 0.08 0.09
H 0.1204 2.1825 0.7735 -2.71 -0.84 -3.43 0.25
H -0.8341 1.6007 -1.5856 0.16 1.12 1.79 0.14
H 2.9252 0.2333 1.1742 0.47 0.82 -0.68 0.06
```
Positions in Å, forces in eV/Å.

total charge = 0
ΔE to the lowest compared entry with this formula, charge and spin = 4.879 eV
frontier orbital gap = 10.33 eV

***

(2)
Below is a structure of composition C3GaLi2O3, with properties calculated with ωB97M-V/def2-TZVPD.

Geometry as XYZ:
```
9
Properties=species:S:1:pos:R:3:forces:R:3:lowdin_charge:R:1
O -2.9903 -0.5675 -0.1262 1.65 -0.23 -1.98 0.10
C -2.0977 0.0747 -0.6238 -2.99 2.19 4.16 -0.48
O -1.5869 1.1638 -0.5327 0.91 -2.47 -1.53 0.10
Li 0.1026 1.2635 0.4722 0.00 0.79 0.20 0.92
Li -2.4107 -2.5728 -0.2232 -0.82 0.12 0.41 0.86
C -1.0226 -1.4316 -1.5282 -1.00 0.86 1.05 0.21
C -0.1583 -1.8293 -2.3142 3.12 -1.72 -2.48 -0.10
O 0.8313 -2.3143 -2.9503 -2.57 3.35 3.79 -0.04
Ga 1.3734 -3.3234 -4.1609 1.72 -2.90 -3.63 1.42
```
Positions in Å, forces in eV/Å.

total charge = +3
frontier orbital gap (spin up / spin down) = 6.07 / 6.84 eV

***

(3)
Below is the ion C4H12N3 with charge +1, with properties calculated with ωB97M-V/def2-TZVPD.

Geometry as XYZ:
```
19
Properties=species:S:1:pos:R:3:forces:R:3:lowdin_charge:R:1
C 1.1164 1.1275 -0.0192 1.02 2.31 -0.26 -0.18
C -0.4078 1.1814 0.0071 0.98 2.13 -1.15 -0.13
C 0.0278 -1.0737 -0.1594 3.37 2.93 0.88 0.01
C -2.2499 -0.3808 0.1756 0.44 -3.36 -1.67 0.05
N 1.5208 -0.1851 -0.4558 -3.98 -0.80 -0.48 -0.19
N 2.6444 -0.5395 0.1878 0.43 -0.86 -0.38 0.02
N -0.9295 -0.0472 -0.5452 -1.57 -0.86 3.02 -0.13
H 1.5286 1.9024 -0.8474 -0.66 -1.48 2.44 0.18
H 1.4765 1.3545 1.0761 -0.24 -0.10 -2.08 0.15
H -0.8173 1.2772 0.9741 -0.20 0.26 1.17 0.12
H -0.7434 2.0188 -0.6049 -0.30 -0.01 0.19 0.15
H 0.0750 -1.7442 -0.8978 0.09 -3.07 -2.35 0.08
H -0.1213 -1.4667 0.8429 0.05 0.22 0.02 0.13
H -1.8903 -0.5320 1.2099 -1.14 0.34 -0.48 0.11
H -3.0934 0.2193 -0.0713 -0.06 1.48 0.35 0.10
H -2.6322 -1.3752 -0.2951 1.06 1.27 1.14 0.15
H 3.0457 -1.3940 -0.2403 -0.18 0.82 1.28 0.13
H 2.4785 -0.3806 1.1758 1.10 -1.03 0.37 0.09
H -1.0286 0.0379 -1.5131 -0.21 -0.19 -2.01 0.17
```
Positions in Å, forces in eV/Å.

total charge = +1
ΔE to the lowest compared entry with this formula, charge and spin = 4.797 eV
frontier orbital gap = 9.50 eV

***

(4)
Below is a cluster of 2 separate species, C3H10N in total, with properties calculated with ωB97M-V/def2-TZVPD.

Geometry as XYZ:
```
14
Properties=species:S:1:pos:R:3:forces:R:3:lowdin_charge:R:1
C 0.3092 -0.5673 -0.7042 -1.61 1.51 -0.74 -0.27
C -0.1836 0.3606 0.4465 1.92 -0.27 1.50 -0.34
C 0.9941 1.1452 1.0411 -0.07 -0.07 1.68 -0.11
N -0.9639 -1.2230 -0.9579 0.68 -0.86 -1.64 -0.11
H 0.8209 -0.0899 -1.6113 -0.91 -0.07 1.18 0.13
H 1.0078 -1.2870 -0.3577 0.57 -0.71 0.66 0.10
H -0.6588 -0.4346 1.1625 1.14 1.88 -0.59 0.13
H -1.0292 0.9811 0.0985 0.85 0.32 0.19 0.08
H 0.8372 2.1508 1.4975 -0.49 -0.85 -0.25 0.08
H 1.5203 0.5242 1.8063 -0.35 0.45 -0.53 0.08
H 1.6773 1.3136 0.2572 1.09 0.28 -1.00 0.04
H -0.9139 -2.0252 -1.5327 -0.13 -1.15 -0.90 0.06
H -1.6515 -0.2633 0.0038 -3.57 0.19 1.46 0.10
H -1.7660 -0.5851 -1.1496 0.86 -0.65 -1.01 0.05
```
Positions in Å, forces in eV/Å.

total charge = 0
ΔE to the lowest compared entry with this formula, charge and spin = 3.824 eV
frontier orbital gap (spin up / spin down) = 6.78 / 10.70 eV
spin multiplicity = 2

***

(5)
Below is a structure of composition C28H24BN5O2Pt, with properties calculated with ωB97M-V/def2-TZVPD.

Geometry as XYZ:
```
61
Properties=species:S:1:pos:R:3:forces:R:3:lowdin_charge:R:1
Pt 0.1696 0.2102 0.0534 1.06 0.41 0.68 1.21
C 2.7928 -2.0763 -2.3048 0.01 0.26 -0.48 -0.06
C 2.8487 -1.4467 -3.5605 0.04 -0.35 0.43 -0.06
C 2.0575 -0.3627 -3.7857 -0.40 0.24 0.40 0.00
C 1.1945 0.1403 -2.7703 1.18 -1.91 0.70 -0.31
N 1.2367 -0.4358 -1.5208 0.03 0.53 -0.79 -0.08
C 1.9994 -1.5258 -1.3346 0.51 -0.60 0.22 -0.15
N 0.4092 1.1381 -3.1434 -1.97 2.38 0.29 0.17
C -0.5177 1.7261 -2.4106 1.05 -1.81 0.18 -0.26
N -0.9505 1.3724 -1.1642 -0.83 0.19 -0.66 -0.04
C -1.8039 2.3156 -0.6657 -0.04 -1.32 1.62 -0.27
N -2.3140 2.3851 0.5494 0.30 1.34 -2.77 0.17
C -2.0114 1.6080 1.5775 0.46 -1.57 1.70 -0.31
C -2.7727 1.8411 2.7586 0.27 -0.01 -0.62 -0.01
C -2.6268 1.0495 3.8543 0.29 -0.51 0.16 -0.06
C -1.7167 -0.0204 3.8008 -0.34 0.42 -0.02 -0.05
C -0.9563 -0.1742 2.6722 0.17 -0.41 0.67 -0.15
N -1.0528 0.6195 1.5929 -0.57 0.74 -0.06 -0.08
C -2.0698 3.2596 -1.7125 0.06 1.12 -1.93 -0.09
C -2.9084 4.3643 -1.7918 0.30 -0.61 0.46 0.00
C -2.9394 5.0678 -2.9765 0.17 0.15 -0.63 -0.07
C -2.1365 4.7015 -4.0637 -0.46 0.43 0.22 -0.07
C -1.2827 3.6218 -3.9944 0.33 -0.63 0.43 0.00
C -1.2563 2.8873 -2.8154 -1.37 1.78 0.00 -0.09
H 3.3697 -2.9639 -2.1040 0.05 -0.04 0.12 0.10
H 3.5028 -1.8244 -4.3319 0.03 -0.04 -0.09 0.11
H 2.0298 0.1529 -4.7310 0.00 0.04 -0.09 0.11
H 1.9642 -1.9712 -0.3428 -0.05 0.27 -0.24 0.10
H -3.4716 2.6603 2.7186 -0.05 0.06 0.01 0.11
H -3.2043 1.2308 4.7492 -0.07 0.01 0.04 0.11
H -1.6084 -0.6978 4.6313 0.11 -0.07 0.04 0.10
H -0.2172 -0.9690 2.6181 -0.12 0.30 -0.10 0.11
H -3.5112 4.6483 -0.9433 -0.08 0.03 0.07 0.12
H -3.5943 5.9208 -3.0740 -0.04 0.08 -0.01 0.10
H -2.1917 5.2811 -4.9732 0.00 0.06 -0.07 0.10
H -0.6488 3.3415 -4.8210 0.05 -0.03 -0.10 0.11
C 4.9245 3.8075 5.7914 0.14 -0.14 -0.05 -0.05
C 5.6952 2.6124 5.2100 0.09 0.05 0.19 -0.56
C 5.6377 1.4267 6.1861 0.05 0.18 -0.08 -0.05
C 7.1625 3.0195 5.0413 -0.27 -0.07 0.01 -0.07
C 5.0454 2.1895 3.8981 0.25 0.09 -0.12 -0.18
C 5.7321 2.1945 2.6845 0.04 0.11 0.31 -0.03
C 5.1527 1.7888 1.4901 -0.49 -0.21 -0.25 0.02
C 3.8490 1.3485 1.5421 0.17 0.20 0.83 -0.20
O 3.0403 0.8611 0.5635 0.61 0.02 -0.61 0.13
B 1.8345 0.5451 1.1726 -1.10 -1.29 -0.42 -0.67
O 1.8938 0.8569 2.5219 -0.23 0.10 0.82 0.13
C 3.1433 1.3452 2.7493 0.75 0.22 -0.20 -0.18
C 3.7143 1.7714 3.9281 -0.31 -0.16 -0.40 0.06
H 5.3679 4.1297 6.7324 0.05 0.02 0.10 0.08
H 3.8850 3.5531 5.9776 -0.14 0.00 0.03 0.07
H 4.9507 4.6429 5.0950 -0.02 0.11 -0.06 0.09
H 6.0972 1.6921 7.1366 0.05 0.03 0.11 0.08
H 6.1722 0.5756 5.7689 0.05 -0.11 -0.01 0.09
H 4.6128 1.1218 6.3774 -0.11 -0.06 0.05 0.07
H 7.5802 3.3066 6.0054 -0.01 0.01 0.08 0.08
H 7.2571 3.8699 4.3702 0.07 0.09 -0.10 0.08
H 7.7521 2.1911 4.6549 0.11 -0.05 -0.07 0.08
H 6.7545 2.5282 2.6494 0.15 0.05 0.05 0.10
H 5.6982 1.8171 0.5613 0.09 -0.03 -0.13 0.12
H 3.1356 1.7780 4.8368 -0.08 -0.06 0.14 0.12
```
Positions in Å, forces in eV/Å.

total charge = 0
ΔE to the lowest compared entry with this formula, charge and spin = 0.000 eV
frontier orbital gap = 5.88 eV

***

(6)
Below is an isolated molecule of C21H21BO3, with properties calculated with ωB97M-V/def2-TZVPD.

Geometry as XYZ:
```
46
Properties=species:S:1:pos:R:3:forces:R:3:lowdin_charge:R:1
O 0.4786 -1.1945 -1.2592 -0.37 -1.41 1.83 0.16
O 0.1942 -2.2774 0.9109 -1.16 2.17 0.14 0.16
O 0.0726 0.2056 0.5957 -1.40 -1.31 1.20 0.15
B 0.2644 -1.0781 0.1307 0.00 -0.54 -1.38 -0.58
C -1.1209 1.5102 -3.1669 0.41 1.46 -0.69 -0.07
C -1.9140 -1.0444 3.7372 -0.31 3.23 0.69 -0.11
C 2.8347 2.2997 -0.3440 -1.02 0.86 -0.09 -0.07
C -0.0620 1.7570 -4.0801 -1.62 0.01 0.36 -0.09
C -2.6208 -2.1139 4.1386 0.31 -1.92 -0.81 -0.07
C 2.3821 3.5318 0.0436 -0.06 -0.63 0.44 -0.08
C -0.9401 0.5269 -2.2000 0.29 0.26 -0.16 0.00
C -0.9207 -1.0798 2.7932 0.22 -2.48 -0.88 -0.01
C 2.0395 1.2105 -0.1258 0.82 -1.31 -0.06 -0.01
C 1.0190 0.9057 -4.0949 0.19 0.96 -2.38 -0.08
C -2.3211 -3.2982 3.4487 -0.08 -0.27 0.43 -0.04
C 1.1910 3.6540 0.7305 0.86 0.99 -0.35 -0.06
C 0.2250 -0.2651 -2.2235 0.07 1.09 0.43 -0.22
C -0.6998 -2.2383 2.0409 -0.41 -0.14 0.39 -0.13
C 0.7976 1.3093 0.4406 0.97 2.18 0.60 -0.21
C 1.2262 -0.0857 -3.1837 -0.44 -0.74 0.45 -0.23
C -1.4608 -3.4020 2.3887 1.16 2.16 -1.03 -0.21
C 0.3860 2.6016 0.9484 -1.20 -2.24 -0.60 -0.20
C 2.3741 -1.0317 -3.3057 0.78 -0.77 -0.38 -0.03
C -1.4323 -4.5320 1.4322 -1.72 1.25 -0.31 -0.02
C -0.9912 2.8112 1.4940 -0.43 -1.37 1.05 -0.03
H -2.0331 2.1834 -3.2084 1.20 -1.06 0.32 0.12
H -2.1925 -0.0288 4.1132 0.52 -0.96 0.07 0.12
H 3.6719 2.1902 -0.9654 1.37 -0.08 -0.36 0.10
H -0.1071 2.5551 -4.8356 -0.24 -0.48 0.42 0.10
H -3.3390 -2.0400 4.9186 -0.51 -0.17 0.39 0.10
H 2.9686 4.3688 -0.1234 0.99 1.59 -0.40 0.08
H -1.6473 0.5114 -1.3751 0.07 -0.58 -0.15 0.12
H -0.2840 -0.2875 2.6433 0.85 1.85 -0.28 0.09
H 2.5033 0.2480 -0.3644 -0.65 0.05 -0.11 0.14
H 1.5906 0.9898 -5.0479 0.35 -0.13 1.20 0.13
H -2.6992 -4.2622 3.6676 -1.14 -0.58 0.71 0.10
H 0.8392 4.6171 1.0501 0.04 0.38 0.10 0.11
H 2.2331 -1.6411 -4.2357 0.09 0.20 0.88 0.10
H 3.3758 -0.5739 -3.4264 -0.66 0.22 0.08 0.09
H 2.4485 -1.6782 -2.4188 -0.14 0.02 -0.52 0.08
H -0.4780 -4.5360 1.0575 2.30 -0.49 -1.25 0.05
H -1.6747 -5.4886 1.8143 -0.53 -0.84 0.46 0.07
H -2.1038 -4.2109 0.5958 0.38 -0.72 0.50 0.12
H -1.4354 3.8101 1.3868 0.58 -0.21 0.05 0.08
H -1.5758 2.1223 0.8833 -0.66 0.02 0.38 0.07
H -1.0626 2.4685 2.5803 -0.07 0.48 -1.33 0.10
```
Positions in Å, forces in eV/Å.

total charge = 0
ΔE to the lowest compared entry with this formula, charge and spin = 1.261 eV
frontier orbital gap = 9.11 eV

***

(7)
Below is a cluster of 2 separate species, C4H11N4 in total, with properties calculated with ωB97M-V/def2-TZVPD.

Geometry as XYZ:
```
19
Properties=species:S:1:pos:R:3:forces:R:3:lowdin_charge:R:1
C -1.7322 2.0262 0.1075 0.97 -1.04 -2.39 -0.06
C -2.1472 0.6518 0.4430 -1.20 0.48 -1.76 -0.07
C -0.6759 0.9389 0.1831 0.16 -0.85 1.55 -0.23
C -0.0539 0.3219 -0.9271 0.00 0.18 -2.24 -0.02
N 2.3310 -1.7457 1.0959 0.48 0.21 -1.22 -0.04
N 1.6156 -1.7752 2.0833 0.19 -0.58 0.96 0.05
N 1.0278 -0.3443 -0.9014 -0.44 -0.24 0.38 -0.01
N 1.7262 -0.7842 -1.9835 -0.58 -0.68 1.39 0.12
H -1.7801 2.3992 -0.9179 -0.73 0.06 0.43 0.13
H -1.6409 2.7213 0.8620 0.06 1.50 1.39 0.09
H -2.4927 0.4928 1.4139 -0.05 -0.32 1.55 0.09
H -2.8323 0.1767 -0.2876 1.11 -0.04 0.26 0.13
H 0.0489 0.9697 0.9897 -0.55 -0.04 0.54 0.15
H -0.3869 0.3707 -1.9451 -0.83 0.80 -0.47 0.16
H 3.2862 -2.1861 1.0170 -0.81 -0.11 1.18 0.11
H 1.3142 -0.8396 -0.0322 0.93 0.49 0.06 0.09
H 2.5126 -1.2524 -1.6092 1.01 -0.41 -0.87 0.09
H 1.5818 -0.4484 -2.9122 0.07 0.31 -0.08 0.12
H 1.9753 -2.3039 2.9193 0.19 0.27 -0.66 0.10
```
Positions in Å, forces in eV/Å.

total charge = +1
ΔE to the lowest compared entry with this formula, charge and spin = 5.102 eV
frontier orbital gap = 9.71 eV

***

Repeat the third record exactly.
Below is the ion C4H12N3 with charge +1, with properties calculated with ωB97M-V/def2-TZVPD.

Geometry as XYZ:
```
19
Properties=species:S:1:pos:R:3:forces:R:3:lowdin_charge:R:1
C 1.1164 1.1275 -0.0192 1.02 2.31 -0.26 -0.18
C -0.4078 1.1814 0.0071 0.98 2.13 -1.15 -0.13
C 0.0278 -1.0737 -0.1594 3.37 2.93 0.88 0.01
C -2.2499 -0.3808 0.1756 0.44 -3.36 -1.67 0.05
N 1.5208 -0.1851 -0.4558 -3.98 -0.80 -0.48 -0.19
N 2.6444 -0.5395 0.1878 0.43 -0.86 -0.38 0.02
N -0.9295 -0.0472 -0.5452 -1.57 -0.86 3.02 -0.13
H 1.5286 1.9024 -0.8474 -0.66 -1.48 2.44 0.18
H 1.4765 1.3545 1.0761 -0.24 -0.10 -2.08 0.15
H -0.8173 1.2772 0.9741 -0.20 0.26 1.17 0.12
H -0.7434 2.0188 -0.6049 -0.30 -0.01 0.19 0.15
H 0.0750 -1.7442 -0.8978 0.09 -3.07 -2.35 0.08
H -0.1213 -1.4667 0.8429 0.05 0.22 0.02 0.13
H -1.8903 -0.5320 1.2099 -1.14 0.34 -0.48 0.11
H -3.0934 0.2193 -0.0713 -0.06 1.48 0.35 0.10
H -2.6322 -1.3752 -0.2951 1.06 1.27 1.14 0.15
H 3.0457 -1.3940 -0.2403 -0.18 0.82 1.28 0.13
H 2.4785 -0.3806 1.1758 1.10 -1.03 0.37 0.09
H -1.0286 0.0379 -1.5131 -0.21 -0.19 -2.01 0.17
```
Positions in Å, forces in eV/Å.

total charge = +1
ΔE to the lowest compared entry with this formula, charge and spin = 4.797 eV
frontier orbital gap = 9.50 eV